*w*
The following is a quantum chemistry calculation of the molecule C3H8NO2P, from the OMol25 dataset.

Each line ends with the natural charge from an NBO analysis.
Atoms and positions in Å:
1 C 2.545 -0.483 0.113  0.535
2 C -0.689 2.008 0.332  -0.270
3 C -0.970 -1.294 -0.684  -1.003
4 N 1.509 -0.727 0.969  -1.083
5 O 2.301 -0.152 -1.033  -0.651
6 O -0.692 0.826 1.174  -0.809
7 P -0.045 -0.562 0.735  1.865
8 H 3.610 -0.665 0.591  0.128
9 H -0.561 -1.179 1.757  -0.111
10 H -0.913 1.644 -0.765  0.189
11 H 0.390 2.344 0.421  0.209
12 H -1.437 2.684 0.812  0.214
13 H -0.425 -0.931 -1.590  0.274
14 H -0.916 -2.389 -0.753  0.270
15 H -1.900 -0.850 -0.320  0.245

Summary:
Orbital gap: 9.7 eV
Structure (SMILES): CO[P@@H](C)=NC=O
Net charge: 0


*x*
The following is a quantum chemistry calculation of a cluster of 2 separate species, C3H8NO2P in total, from the OMol25 dataset.

Each line ends with the natural charge from an NBO analysis.
Atoms and positions in Å:
1 C -1.637 2.048 -0.404  -0.255
2 C -1.445 0.734 -0.372  -0.337
3 C -0.232 0.029 -0.285  0.034
4 N 0.790 0.525 0.447  -0.744
5 O -1.428 -2.142 -1.623  -1.114
6 O 2.493 -1.477 1.790  -0.985
7 P -0.318 -1.825 -0.731  1.091
8 H -2.650 2.410 -0.699  0.216
9 H -0.929 2.785 -0.042  0.184
10 H -2.167 0.170 -0.924  0.247
11 H 0.715 -1.397 -1.535  -0.136
12 H 1.612 -1.362 2.155  0.493
13 H 0.864 1.486 0.907  0.397
14 H 1.690 0.149 0.249  0.412
15 H 2.641 -2.132 1.068  0.496

Summary:
Orbital gap (spin up / spin down): 6.9 / 6.9 eV
Net charge: 0


Energies relative to the most stable structure are *w* 0.0; *x* 37.5, reported in kcal/mol.